Entry 1:
{
  "formula": "C31H33GeN2O2S2Sn",
  "method": "ωB97M-V with the def2-TZVPD basis set",
  "charge": -1,
  "e_homo_ev": -3.06,
  "orbital_gap_ev": 5.476,
  "relative_energy_kcal_mol": 66.98,
  "symbols": ["Sn", "Ge", "S", "S", "O", "O", "N", "N", "C", "C", "C", "C", "C", "C", "C", "C", "C", "C", "C", "C", "C", "C", "C", "C", "C", "C", "C", "C", "C", "C", "C", "C", "C", "C", "C", "C", "C", "C", "C", "H", "H", "H", "H", "H", "H", "H", "H", "H", "H", "H", "H", "H", "H", "H", "H", "H", "H", "H", "H", "H", "H", "H", "H", "H", "H", "H", "H", "H", "H", "H", "H", "H"],
  "xyz": [[-1.054137, -0.414696, 1.072499], [1.107564, 0.416080, -0.972093], [-0.700552, -3.393068, 2.346983], [-0.570269, 1.289401, 3.332561], [-3.252516, -0.266189, -1.040857], [-1.637820, -4.105054, 1.430056], [-4.840359, -1.825226, -0.663056], [-1.635830, 1.847569, 0.990755], [-2.123806, 2.615029, 0.015773], [-1.124603, 3.782337, 2.268204], [1.957902, 2.213008, 1.121778], [1.653773, 3.414037, -0.910090], [2.407122, 4.572254, 1.058176], [4.580197, -1.850933, -1.878953], [5.261623, -1.099586, -2.825202], [0.975045, -3.988906, 1.983358], [-1.152159, 2.384398, 2.129602], [1.588139, 2.203741, -0.223200], [2.360931, 3.377344, 1.758620], [-0.778372, -4.329892, 3.903760], [-1.495986, 1.872490, -4.116622], [-1.612484, 4.573149, 1.257532], [-2.985689, -0.800746, 1.973608], [-1.161702, -0.478460, -4.400322], [3.528208, 0.560063, -2.722727], [3.376265, -1.391592, -1.359792], [0.135740, -5.527957, 3.702659], [-4.181062, -0.319914, 1.154838], [2.053572, 4.586393, -0.282789], [-4.047613, -0.782527, -0.276710], [4.730986, 0.111285, -3.248540], [-0.658522, 1.850589, -3.007065], [-2.143359, 3.987533, 0.104065], [-0.056010, 0.676131, -2.571118], [1.409204, -4.930220, 3.104735], [-1.745383, 0.708085, -4.823009], [-0.339096, -0.489162, -3.286895], [0.584479, -0.995024, 0.205275], [2.831855, -0.179597, -1.770652], [3.126151, 1.509213, -3.064498], [-0.326143, -6.218516, 2.993494], [2.088834, 5.512307, -0.845663], [2.619899, 3.349332, 2.810793], [-3.074557, -1.875280, 2.149619], [-0.701042, 4.208287, 3.166153], [1.410703, 3.456969, -1.965359], [0.321000, -6.069080, 4.632109], [-5.251609, -2.404381, 0.047979], [2.715971, 5.485906, 1.552983], [-2.948772, -0.287183, 2.933019], [1.941036, -4.367114, 3.875629], [-1.831081, -4.551037, 4.066381], [-4.215298, 0.771231, 1.126467], [-2.397130, 0.720081, -5.688985], [-0.509243, 2.774551, -2.461278], [0.836593, -4.500162, 1.030945], [5.256689, 0.704209, -3.988671], [-1.357743, -1.401072, -4.934712], [-5.119360, -0.666722, 1.599586], [4.988084, -2.798833, -1.545270], [0.082658, -1.428415, -2.944201], [-1.577353, 5.651846, 1.356676], [-1.958295, 2.804083, -4.424159], [2.093761, -5.693245, 2.731052], [2.828971, -1.970656, -0.622757], [1.605130, -3.118603, 1.806745], [-0.412156, -3.684635, 4.705396], [6.201546, -1.454825, -3.232331], [-2.479898, 2.077959, -0.854824], [1.894561, 1.288611, 1.684623], [-2.532498, 4.580709, -0.711253], [-4.564685, -2.277700, -1.520832]],
  "forces_ev_per_angstrom": [[-0.422, 0.586, 0.259], [0.187, -0.144, -0.040], [-0.159, 0.090, 0.037], [-0.107, 0.127, -0.007], [-0.017, 0.063, -0.010], [-0.140, -0.105, -0.103], [0.005, -0.008, -0.053], [0.011, -0.153, 0.172], [0.009, 0.087, -0.198], [-0.021, 0.141, -0.032], [-0.039, -0.042, 0.039], [0.026, 0.020, -0.200], [0.022, 0.061, 0.009], [0.027, -0.046, 0.022], [0.050, -0.029, -0.023], [0.001, -0.022, -0.080], [0.092, -0.184, 0.234], [-0.025, -0.151, 0.095], [0.020, -0.022, 0.077], [0.161, 0.053, 0.061], [-0.050, 0.039, -0.046], [-0.005, 0.000, 0.005], [0.083, -0.317, 0.077], [-0.014, -0.062, -0.027], [-0.053, 0.100, -0.033], [0.005, -0.049, 0.019], [0.001, -0.020, -0.042], [-0.071, 0.137, -0.088], [0.006, 0.068, -0.004], [-0.009, -0.024, 0.036], [0.051, 0.017, -0.032], [-0.030, 0.156, 0.089], [0.007, -0.003, -0.032], [0.066, -0.109, 0.079], [0.078, -0.032, 0.026], [-0.041, 0.006, -0.053], [0.063, -0.059, -0.007], [0.297, -0.089, -0.267], [-0.136, 0.004, 0.016], [-0.012, 0.011, 0.000], [0.005, -0.008, -0.005], [0.006, 0.016, -0.004], [0.004, 0.000, 0.007], [0.029, -0.005, 0.016], [0.002, -0.010, 0.011], [-0.020, -0.020, -0.020], [0.012, 0.006, 0.009], [0.007, -0.012, -0.004], [-0.003, 0.012, -0.002], [0.008, -0.028, -0.002], [0.010, -0.003, 0.021], [-0.007, -0.034, 0.006], [0.059, -0.029, 0.026], [0.000, 0.007, 0.001], [0.041, 0.010, 0.015], [0.002, -0.004, -0.026], [-0.003, 0.004, -0.001], [-0.012, -0.005, -0.006], [-0.010, -0.018, -0.048], [0.006, -0.004, -0.001], [0.015, -0.013, -0.008], [-0.008, 0.003, -0.019], [-0.001, 0.005, -0.004], [-0.011, -0.010, 0.005], [-0.006, -0.022, 0.017], [-0.002, 0.042, 0.018], [-0.004, 0.044, 0.014], [-0.003, -0.001, 0.000], [-0.042, 0.012, -0.026], [0.019, -0.018, 0.012], [-0.003, 0.011, -0.001], [-0.010, -0.023, 0.020]]
}

Entry 2:
{
  "formula": "C31H33LuN5O4",
  "method": "ωB97M-V with the def2-TZVPD basis set",
  "charge": 1,
  "e_homo_ev": -10.80,
  "orbital_gap_ev": 8.544,
  "symbols": ["Lu", "O", "O", "O", "O", "N", "N", "N", "N", "N", "C", "C", "C", "C", "C", "C", "C", "C", "C", "C", "C", "C", "C", "C", "C", "C", "C", "C", "C", "C", "C", "C", "C", "C", "C", "C", "C", "C", "C", "C", "C", "H", "H", "H", "H", "H", "H", "H", "H", "H", "H", "H", "H", "H", "H", "H", "H", "H", "H", "H", "H", "H", "H", "H", "H", "H", "H", "H", "H", "H", "H", "H", "H", "H"],
  "xyz": [[1.539816, -0.046488, 0.016357], [-0.301376, -0.550343, 1.332135], [3.503878, -0.575006, -0.498383], [-3.012460, -0.247670, -2.302332], [1.324930, 1.837942, 0.682394], [1.818282, -1.589353, 1.683825], [1.272077, -0.829054, -2.172966], [1.276513, 0.029195, -3.221249], [0.983284, -1.568139, 2.835020], [-1.027722, 0.372282, -0.487307], [-3.508489, -1.082083, 4.277416], [-0.139132, -1.028355, 2.584820], [-3.347433, -0.085844, 5.276802], [-1.727657, 3.774496, 2.722063], [-1.245309, 0.505215, 0.913678], [0.597714, 3.578380, 2.102735], [-0.418903, 4.267927, 2.715642], [-2.184089, 3.135050, -3.407103], [-2.792436, 1.908816, -3.338578], [1.072495, -1.970944, -2.695450], [-3.682230, -0.771217, -3.462713], [-1.199243, -0.731000, 3.601305], [-1.414697, 1.318470, -1.464304], [4.240352, -1.539294, -0.053284], [-0.772427, 2.573353, -1.528601], [-1.180395, 3.409183, -2.564691], [3.001562, -3.277862, 3.097421], [1.100693, 0.191563, -5.653970], [-2.146024, 0.515658, 5.385733], [-2.002511, 2.535816, 2.153983], [2.890268, -2.337548, 1.916088], [1.084463, -3.154960, -1.785683], [1.057913, -0.573582, -4.376697], [-2.451705, 0.986083, -2.363724], [0.834657, -1.943063, -4.095908], [5.632871, -1.692470, -0.636588], [3.918743, -2.423877, 0.956958], [-1.006281, 1.830169, 1.495825], [-2.406893, -1.376571, 3.464923], [0.291662, 2.416034, 1.348199], [-1.025624, 0.134264, 4.610733], [-1.940504, 1.365593, 6.092028], [-3.628319, 1.624471, -4.009684], [2.300911, -4.094925, 2.932867], [0.742163, -4.069504, -2.215303], [-4.102941, 0.236522, 5.945187], [-2.992544, -0.618167, -4.312332], [-0.312800, 5.176778, 3.293203], [-2.359762, 4.283222, 3.346410], [-2.968327, 2.106716, 2.393106], [1.682223, 3.826040, 2.139434], [5.609906, -2.122397, -1.631202], [-4.587279, -0.240377, -3.667947], [-2.211583, 0.147000, 1.174298], [-2.523124, 3.836348, -4.124379], [2.064223, -3.333459, -1.293211], [-2.633094, -2.148616, 2.648548], [1.622172, 0.987803, -3.143006], [-4.433001, -1.545335, 4.146989], [0.435913, -2.927997, -0.890786], [4.704462, -3.160536, 1.168336], [-0.835948, 4.475024, -2.604713], [4.039221, -3.563263, 3.220952], [0.531298, -0.328578, -6.428895], [-3.905236, -1.817937, -3.171720], [-0.103856, 0.651439, 4.720938], [2.163955, 0.296986, -5.931764], [6.015672, -0.671449, -0.823051], [6.375825, -2.219365, -0.030199], [0.732371, -2.733000, -4.808858], [-1.411195, -0.540853, -0.810471], [0.695210, 1.153592, -5.440929], [2.713368, -2.781296, 3.979855], [0.071485, 2.824342, -0.928224]],
  "forces_ev_per_angstrom": [[-0.652, -1.149, -0.160], [-0.340, 0.485, -0.837], [0.685, -0.396, 0.407], [0.062, -0.208, 0.704], [-1.085, 0.634, 0.535], [0.828, -0.106, 1.434], [0.617, 3.013, 0.257], [0.361, 1.591, 0.249], [-0.691, -0.097, -0.541], [0.530, -1.634, -1.871], [2.181, 1.439, 0.748], [0.619, 0.633, 1.586], [-0.311, -1.118, -1.216], [2.178, -1.458, -1.181], [-0.660, -0.446, 0.353], [0.804, -0.561, -1.011], [-0.709, 0.011, 0.315], [-1.038, -1.039, -0.784], [-1.544, -1.295, -0.555], [-0.961, -4.254, -1.013], [1.113, -0.227, 0.570], [0.664, -1.861, -1.670], [0.087, 1.159, 0.485], [0.774, -0.298, 0.073], [-1.162, -1.260, -1.683], [1.619, 3.081, 1.654], [0.209, 0.632, -1.004], [0.697, -0.879, 0.302], [2.844, 1.520, 0.912], [-0.120, 0.537, 0.923], [-0.366, -0.636, -0.870], [-0.078, 0.578, 2.074], [-0.650, -1.922, -0.871], [0.620, 0.520, -0.469], [1.172, 2.303, 0.785], [0.175, 1.323, -0.469], [0.883, -0.303, 0.354], [1.620, 0.862, -0.644], [-2.933, -1.581, -1.194], [0.472, 0.220, 1.480], [-1.000, 1.632, 1.024], [-0.555, -1.094, -0.539], [0.721, 0.493, 0.372], [0.231, -0.245, 0.086], [-0.226, -0.479, -0.437], [-0.972, -0.001, 0.267], [-0.394, -0.640, 0.125], [0.667, 0.033, -0.109], [-2.057, 0.986, 1.039], [-0.042, -0.279, -0.428], [-1.074, 0.194, -0.039], [-0.190, -0.347, -0.199], [-0.718, 0.286, -0.009], [-0.979, -0.213, 0.478], [-0.150, 0.622, -0.558], [-0.248, 0.157, -0.679], [0.809, 1.192, 1.125], [-0.421, -0.525, 0.207], [-1.250, -0.836, -0.245], [0.254, -0.323, -0.833], [-0.470, 0.392, -0.037], [0.264, -1.213, 0.127], [-0.046, -0.507, -0.186], [0.229, 0.258, 0.084], [0.253, 0.642, -0.662], [0.648, 0.325, 0.183], [-0.511, 0.016, -0.247], [-0.109, -0.347, 0.217], [-0.532, -0.018, 0.015], [-0.198, -0.254, 0.008], [0.321, 0.739, 0.493], [-0.378, 0.896, -0.297], [-0.533, 0.553, 1.089], [0.141, 0.093, 0.408]]
}

Entry 3:
{
  "formula": "C31H34AsBF5N8SSeTi",
  "method": "ωB97M-V with the def2-TZVPD basis set",
  "spin_multiplicity": 2,
  "e_homo_ev": [-7.40, -7.42],
  "orbital_gap_ev": [7.497, 7.715],
  "relative_energy_kcal_mol": 0.00,
  "symbols": ["Se", "As", "Ti", "S", "F", "F", "F", "F", "F", "N", "N", "N", "N", "N", "N", "N", "N", "C", "C", "C", "C", "C", "C", "C", "C", "C", "C", "C", "C", "C", "C", "C", "C", "C", "C", "C", "C", "C", "C", "C", "C", "C", "C", "C", "C", "C", "C", "C", "B", "H", "H", "H", "H", "H", "H", "H", "H", "H", "H", "H", "H", "H", "H", "H", "H", "H", "H", "H", "H", "H", "H", "H", "H", "H", "H", "H", "H", "H", "H", "H", "H", "H", "H"],
  "xyz": [[-2.315540, -0.535222, -1.391047], [-1.050314, -3.751289, -2.409687], [-0.319606, -0.742463, 0.217919], [0.319036, -2.965114, -0.984882], [-3.910292, -4.169536, 2.792266], [-1.499704, -1.329759, 5.649946], [-0.249530, -0.252871, 3.561574], [-3.332787, -3.289980, 5.296492], [-2.685517, -3.106935, 0.681073], [1.103365, 0.391493, -1.098786], [1.968679, 1.195764, -0.431384], [2.115319, 0.083130, 1.832207], [-0.590560, 1.177971, 1.147774], [1.540672, -1.065688, 1.391976], [2.810427, 3.742913, 1.328247], [3.006109, 2.405251, 1.462605], [0.487535, 1.946369, 1.461177], [-1.660932, 3.457658, -2.561214], [-1.777122, -1.759686, 4.416504], [-3.005095, -3.203353, 2.969203], [0.096476, 3.013090, 2.167662], [1.894233, -2.029367, 2.254452], [2.864915, 1.713978, -1.282844], [-2.716025, -2.761030, 4.244861], [5.012694, 3.324720, 1.497954], [-1.145812, -1.225619, 3.306831], [1.491790, -3.457897, 2.110517], [2.580678, 1.247003, -2.544134], [-2.603873, 3.636289, -3.561778], [0.775271, -0.356000, -3.446651], [4.004260, 4.305294, 1.364959], [-2.396865, 1.184064, -2.236728], [4.158565, 5.786706, 1.252308], [-2.873711, -4.092108, -1.909981], [-3.445612, 2.585545, -3.900504], [-1.391033, -1.635106, 2.005849], [-3.344360, 1.369147, -3.243930], [-2.341583, -2.628385, 1.898226], [-1.670361, 1.793916, 1.655259], [-3.068134, 1.303109, 1.500989], [-1.271837, 2.958318, 2.311011], [4.334461, 2.135900, 1.545844], [2.778097, -0.144559, 2.972419], [-0.349924, -5.493502, -2.841035], [-1.207290, -2.888202, -4.125398], [2.679728, -1.485785, 3.270978], [1.469426, 0.414412, -2.384036], [-1.554226, 2.240833, -1.900065], [1.896531, 1.428802, 1.096970], [3.103433, -2.005883, 4.111723], [-3.139141, 0.229524, 1.666848], [1.140407, -1.384606, -3.455509], [3.269580, 0.654580, 3.498944], [0.410925, -3.559455, 2.017322], [-2.684875, 4.586348, -4.072987], [-0.997348, 4.267784, -2.286813], [1.945288, -3.901994, 1.223787], [-4.186972, 2.713684, -4.678709], [1.823323, -4.014317, 2.985721], [-1.669775, -1.912767, -3.991930], [-1.845366, -3.529807, -4.733948], [-3.707330, 1.817173, 2.217356], [-0.230898, -2.788639, -4.591862], [-3.379670, -3.149288, -1.710822], [0.670927, -5.382189, -3.202010], [3.209146, 6.276422, 1.458076], [4.475761, 6.068118, 0.246877], [4.906858, 6.155064, 1.953299], [3.091912, 1.478888, -3.461418], [3.628798, 2.392561, -0.944653], [-4.004314, 0.551413, -3.506817], [-1.905649, 3.664226, 2.817399], [-2.894155, -4.718697, -1.021501], [6.076794, 3.473922, 1.558533], [0.972954, 0.093149, -4.419298], [0.814534, 3.743783, 2.488415], [-0.346306, -6.099329, -1.936555], [4.701781, 1.125673, 1.612338], [-3.343426, -4.603593, -2.749933], [-3.440566, 1.508473, 0.495440], [-0.298872, -0.373003, -3.269414], [-0.966329, -5.966737, -3.604675], [-0.812084, 2.117321, -1.125175]],
  "forces_ev_per_angstrom": [[0.078, -0.009, 0.100], [-0.087, -0.011, -0.062], [-0.194, -0.172, -0.281], [0.024, 0.033, 0.020], [-0.122, -0.130, -0.039], [0.041, 0.058, 0.127], [0.088, 0.098, 0.065], [-0.115, -0.099, 0.195], [-0.012, -0.039, -0.095], [-0.048, -0.204, 0.167], [0.072, -0.067, 0.057], [0.175, 0.097, 0.088], [-0.136, 0.020, 0.024], [-0.088, -0.004, -0.035], [-0.013, 0.049, -0.005], [-0.016, -0.034, 0.026], [0.166, 0.077, 0.098], [0.003, -0.021, 0.005], [-0.004, 0.000, -0.074], [0.109, 0.111, -0.001], [0.013, -0.034, -0.053], [0.014, 0.023, 0.021], [-0.084, 0.084, 0.009], [0.093, 0.074, -0.149], [0.000, -0.010, 0.015], [-0.117, -0.140, -0.061], [0.005, 0.008, -0.032], [-0.027, -0.043, -0.043], [-0.001, 0.013, -0.005], [-0.026, -0.015, 0.003], [0.002, -0.026, -0.016], [0.018, -0.023, 0.040], [-0.007, -0.042, -0.012], [-0.042, 0.016, 0.120], [-0.001, 0.009, 0.000], [0.138, 0.151, -0.246], [0.030, -0.009, 0.026], [0.032, 0.060, 0.108], [0.062, 0.042, -0.027], [-0.018, -0.032, -0.013], [-0.060, -0.024, 0.004], [0.006, -0.003, -0.009], [-0.017, -0.047, -0.040], [0.020, -0.015, 0.009], [0.005, 0.017, 0.008], [0.009, -0.020, -0.002], [0.009, 0.093, -0.003], [-0.013, 0.003, -0.029], [-0.086, 0.054, -0.011], [0.011, -0.004, 0.015], [-0.021, 0.037, -0.024], [-0.012, 0.015, 0.012], [0.015, 0.025, -0.011], [0.012, -0.006, -0.005], [0.002, 0.013, -0.010], [0.009, 0.018, 0.006], [-0.018, -0.011, 0.025], [-0.017, 0.000, -0.015], [-0.006, -0.005, 0.003], [0.007, -0.055, 0.000], [0.000, 0.009, -0.006], [-0.003, 0.007, 0.015], [0.000, -0.008, 0.009], [0.050, -0.064, -0.007], [-0.015, 0.003, 0.014], [-0.008, 0.012, -0.002], [0.015, 0.014, 0.002], [-0.004, 0.019, 0.010], [0.011, -0.001, -0.021], [0.009, 0.024, 0.030], [-0.012, 0.007, -0.005], [-0.017, 0.012, 0.010], [-0.011, 0.013, -0.045], [0.022, -0.004, 0.008], [0.002, 0.005, -0.006], [0.031, 0.016, 0.008], [0.007, 0.014, -0.017], [-0.010, -0.017, 0.000], [0.025, -0.021, -0.025], [0.016, -0.022, 0.023], [0.050, 0.008, 0.009], [-0.009, 0.014, 0.008], [-0.007, 0.016, -0.003]]
}